Computed, not measured: an isolated molecule of C2H3Br at a distorted geometry, with ωB97M-V/def2-TZVPD.

Structure (ORCA input):
```
! wB97M-V def2-TZVPD RIJCOSX def2/J DEFGRID3
* xyz 0 1
C 0.40 0.04 -0.16
C -0.21 0.60 0.86
Br 0.86 1.81 1.91
H -0.22 -0.61 -0.73
H 1.39 0.07 -0.34
H -1.30 0.38 1.16
*
```

Strongest force on any atom = 0.0672 Eh/bohr
Highest occupied orbital energy = -9.659 eV
ΔE to the lowest compared entry with this formula, charge and spin = 4.23 kJ/mol
SMILES string = C=CBr
HOMO-LUMO gap = 0.3937 hartree
E_tot = -2651.9757 Ha

Atomic partial charges in e from the Löwdin method, atoms 1 to 2:
1 C -0.121
2 C -0.627


Computed, not measured: an isolated molecule of C2H3Br2N3 at a distorted geometry, with ωB97M-V/def2-TZVPD.

Structure (ORCA input):
```
! wB97M-V def2-TZVPD RIJCOSX def2/J DEFGRID3
* xyz 0 3
C -0.25 1.03 0.37
C 0.23 -0.34 0.52
N -1.13 1.43 1.18
N 0.42 -1.83 -1.37
N -0.38 -1.29 -0.64
Br 0.54 2.04 -1.09
Br 2.20 -0.60 0.57
H -0.19 -0.64 1.44
H -1.47 2.47 1.19
H 0.03 -2.26 -2.19
*
```

Strongest force on any atom = 0.1169 Eh/bohr
Highest occupied orbital energy (alpha / beta) = -7.155 / -10.379 eV
⟨S²⟩ = 2.01
ΔE to the lowest compared entry with this formula, charge and spin = 109.48 kJ/mol
HOMO-LUMO gap (alpha / beta) = 0.2672 / 0.3152 hartree
E_tot = -5390.1351 Ha

Atomic partial charges in e from the Löwdin method, atoms 1 to 2:
1 C -0.887
2 C -0.678